# 1
{
  "formula": "C18H25N3O5",
  "method": "ωB97M-V/def2-TZVPD",
  "homo_ev": -7.26,
  "lumo_ev": 0.577,
  "spin_multiplicity": 1,
  "e_above_lowest_kj_mol": 2012.40,
  "largest_force_ev_per_a": 16.68,
  "symbols": ["C", "H", "O", "C", "C", "C", "C", "C", "C", "H", "O", "C", "H", "H", "H", "C", "N", "C", "H", "H", "C", "N", "C", "O", "C", "C", "C", "O", "N", "C", "H", "H", "C", "H", "H", "C", "H", "H", "O", "H", "H", "H", "H", "H", "H", "H", "H", "H", "H", "H", "H"],
  "positions_angstrom": [[0.30, -4.82, -2.17], [0.61, -5.19, -3.09], [1.06, -3.51, -2.14], [1.06, -2.79, -1.08], [0.33, -2.94, -0.13], [0.15, -2.18, 0.99], [1.02, -1.20, 1.11], [1.88, -0.79, -0.16], [1.90, -1.75, -1.20], [2.64, -1.64, -1.88], [2.49, 0.21, -0.04], [3.47, 0.52, -1.21], [4.22, 1.53, -0.82], [4.20, -0.23, -1.17], [3.02, 0.72, -2.07], [0.85, -0.15, 2.19], [-0.18, 0.81, 2.04], [-0.77, 1.38, 3.20], [-1.85, 2.05, 2.90], [-1.04, 0.61, 3.97], [0.20, 2.54, 3.58], [0.43, 3.23, 2.62], [0.39, 3.09, 1.28], [0.86, 3.75, 0.53], [-0.24, 1.96, 0.64], [-1.53, 2.23, 0.26], [-2.12, 0.88, -0.01], [-3.46, 0.64, 0.48], [-1.77, -0.03, -0.97], [-2.42, -1.07, -1.50], [-2.09, -1.91, -1.23], [-3.43, -0.97, -1.46], [-2.16, -0.90, -3.05], [-1.98, -1.90, -3.59], [-2.76, -0.29, -3.56], [-0.93, -0.25, -3.01], [-0.45, 0.47, -3.98], [-0.05, -1.21, -2.71], [-0.76, 0.51, -1.86], [-1.46, 2.56, -0.73], [-2.09, 2.74, 1.07], [0.33, 1.11, 0.17], [1.06, 4.16, 2.81], [1.18, 1.97, 4.14], [-0.35, 3.09, 4.33], [0.78, -0.43, 3.16], [1.88, 0.59, 2.28], [-0.51, -2.14, 1.90], [-0.63, -3.76, -0.14], [0.42, -5.60, -1.47], [-0.77, -4.49, -2.34]]
}

# 2
{
  "formula": "C18H25N3O6",
  "method": "ωB97M-V/def2-TZVPD",
  "homo_ev": -8.55,
  "lumo_ev": 0.337,
  "spin_multiplicity": 1,
  "smiles": "CNC(=O)[C@@H](NC(C)=O)[C@@H](C)O.O=C(NC1CC1)c1ccc2c(c1)OCO2",
  "e_above_lowest_kj_mol": 160.74,
  "largest_force_ev_per_a": 2.51,
  "symbols": ["O", "O", "O", "O", "O", "O", "C", "C", "C", "C", "C", "C", "C", "C", "C", "N", "N", "N", "C", "C", "C", "C", "C", "C", "C", "C", "C", "H", "H", "H", "H", "H", "H", "H", "H", "H", "H", "H", "H", "H", "H", "H", "H", "H", "H", "H", "H", "H", "H", "H", "H", "H"],
  "positions_angstrom": [[-3.69, -0.07, 1.12], [-0.60, 4.32, -1.34], [3.38, 2.97, -1.75], [2.14, -2.64, 1.28], [1.37, -2.35, 3.47], [1.74, -0.78, -2.60], [-3.07, -0.66, 1.99], [0.26, 3.62, -1.86], [3.03, 1.79, -1.66], [0.07, -1.80, 0.21], [-1.22, -1.29, 0.44], [-0.84, -1.46, 2.83], [0.88, -2.13, 1.29], [0.43, -1.96, 2.58], [-1.70, -1.12, 1.76], [3.93, 0.80, -1.61], [-3.71, -1.00, 3.17], [0.57, 2.46, -1.27], [2.48, -2.80, 2.67], [0.89, 4.11, -3.15], [5.38, 0.98, -1.67], [-5.83, -1.86, 4.25], [-6.06, -1.84, 2.74], [-5.13, -0.82, 3.39], [1.33, 0.92, -4.14], [1.54, 1.39, -1.57], [1.07, 0.46, -2.71], [1.50, -1.30, -3.37], [0.43, -1.97, -0.80], [-1.86, -1.05, -0.40], [-1.15, -1.33, 3.86], [3.56, -0.14, -1.59], [-3.20, -1.60, 3.81], [0.04, 2.33, -0.42], [2.71, -3.85, 2.88], [3.37, -2.20, 2.90], [1.20, 5.14, -3.00], [1.75, 3.53, -3.44], [0.14, 4.08, -3.93], [5.69, 1.08, -2.71], [5.88, 0.12, -1.23], [5.67, 1.88, -1.13], [-6.65, -1.52, 4.89], [-5.24, -2.68, 4.65], [-5.61, -2.63, 2.13], [-7.03, -1.47, 2.37], [-5.48, 0.22, 3.44], [1.13, 0.11, -4.84], [2.36, 1.25, -4.26], [0.65, 1.74, -4.39], [1.51, 0.75, -0.69], [0.01, 0.27, -2.59]]
}

# 3
{
  "formula": "C18H25N3OPtS",
  "method": "ωB97M-V/def2-TZVPD",
  "homo_ev": [-14.49, -14.49],
  "lumo_ev": [-7.198, -7.197],
  "spin_multiplicity": 1,
  "e_above_lowest_kj_mol": 0.00,
  "largest_force_ev_per_a": 1.93,
  "charge": 2,
  "symbols": ["Pt", "C", "C", "N", "C", "C", "N", "C", "C", "N", "H", "H", "H", "H", "H", "H", "H", "H", "H", "H", "H", "H", "H", "H", "H", "O", "S", "C", "C", "C", "C", "C", "C", "C", "C", "C", "C", "C", "C", "H", "H", "H", "H", "H", "H", "H", "H", "H", "H"],
  "positions_angstrom": [[-0.30, 0.02, -0.75], [0.97, 1.57, -2.78], [-0.47, 1.98, -3.11], [-1.40, 1.53, -2.05], [-2.58, 0.78, -2.53], [-2.21, -0.59, -3.10], [-1.31, -1.39, -2.24], [-0.15, -1.97, -2.96], [0.78, -0.86, -3.41], [1.01, 0.15, -2.31], [1.63, 1.69, -3.64], [1.36, 2.18, -1.96], [-0.53, 3.06, -3.25], [-0.79, 1.53, -4.05], [-1.73, 2.31, -1.49], [-3.25, 0.66, -1.67], [-3.12, 1.34, -3.29], [-3.13, -1.15, -3.28], [-1.74, -0.47, -4.07], [-1.84, -2.12, -1.77], [0.35, -2.65, -2.28], [-0.48, -2.54, -3.84], [1.74, -1.26, -3.73], [0.37, -0.32, -4.27], [1.93, -0.02, -1.90], [-1.27, 0.16, 1.10], [-0.60, -0.92, 1.97], [-0.84, -0.34, 3.63], [-1.09, -1.32, 4.58], [-1.25, -0.94, 5.90], [-1.18, 0.40, 6.24], [-0.94, 1.38, 5.28], [-0.76, 1.01, 3.96], [1.08, -0.59, 1.47], [1.97, -1.66, 1.39], [3.25, -1.44, 0.91], [3.63, -0.16, 0.50], [2.75, 0.90, 0.58], [1.46, 0.70, 1.08], [-1.18, -2.36, 4.29], [-1.45, -1.68, 6.65], [-1.31, 0.70, 7.28], [-0.90, 2.42, 5.56], [-0.59, 1.76, 3.19], [1.66, -2.65, 1.69], [3.95, -2.26, 0.85], [4.64, 0.00, 0.13], [3.07, 1.90, 0.31], [0.78, 1.53, 1.21]]
}

# 4
{
  "formula": "C18H25N7O3S2",
  "method": "ωB97M-V/def2-TZVPD",
  "homo_ev": -7.28,
  "lumo_ev": 0.074,
  "spin_multiplicity": 1,
  "largest_force_ev_per_a": 16.52,
  "symbols": ["C", "C", "C", "C", "N", "C", "N", "C", "C", "C", "O", "N", "C", "O", "N", "C", "H", "H", "H", "C", "H", "H", "H", "S", "C", "C", "O", "N", "C", "N", "N", "C", "C", "C", "H", "H", "H", "C", "H", "H", "H", "H", "S", "H", "H", "H", "H", "H", "H", "H", "H", "H", "H", "H", "H"],
  "positions_angstrom": [[-3.11, -0.06, 3.88], [-3.11, -0.02, 2.27], [-3.24, -1.32, 1.65], [-3.49, -1.43, 0.13], [-2.34, -1.08, -0.65], [-2.25, 0.19, -1.07], [-1.08, 0.31, -1.49], [-0.36, -0.68, -1.47], [-1.21, -1.54, -0.72], [-0.67, -2.88, -0.17], [-1.42, -3.46, 0.47], [0.52, -2.96, -0.60], [1.48, -2.41, -1.35], [2.63, -2.45, -1.45], [0.92, -1.05, -1.81], [1.68, -0.23, -2.42], [2.20, -0.97, -3.29], [1.07, 0.52, -2.87], [2.68, 0.35, -2.05], [1.21, -4.25, 0.06], [2.03, -4.09, 0.51], [0.36, -4.77, 0.62], [1.60, -4.74, -0.86], [-3.46, 1.59, -0.96], [-2.25, 3.13, -1.42], [-1.00, 2.68, -0.28], [-1.20, 2.01, 0.84], [0.18, 3.07, -0.83], [1.21, 2.37, -0.13], [2.49, 2.51, -0.70], [3.42, 1.99, -0.17], [2.97, 1.21, 0.78], [3.88, 0.41, 1.79], [5.30, 0.41, 1.38], [5.91, -0.13, 2.07], [5.53, 0.43, 0.41], [5.65, 1.59, 1.32], [3.41, -1.07, 1.89], [3.99, -1.67, 2.30], [3.44, -1.30, 0.69], [2.44, -1.28, 2.05], [3.55, 0.75, 3.05], [1.17, 1.37, 1.22], [0.20, 3.15, -1.70], [-2.04, 3.20, -2.28], [-2.67, 3.75, -0.82], [-4.30, -0.87, -0.10], [-3.58, -2.57, -0.15], [-2.50, -1.92, 1.84], [-4.41, -1.83, 2.14], [-2.36, 0.54, 1.82], [-4.11, 0.63, 1.94], [-3.85, -0.46, 4.13], [-2.99, 0.86, 4.30], [-2.17, -0.71, 4.21]]
}

# 5
{
  "formula": "C18H25NO2",
  "method": "ωB97M-V/def2-TZVPD",
  "homo_ev": -8.08,
  "lumo_ev": 0.693,
  "spin_multiplicity": 1,
  "smiles": "COc1ccc([C@H]2CC(=O)C=C(NCCC(C)C)C2)cc1",
  "e_above_lowest_kj_mol": 96.08,
  "largest_force_ev_per_a": 0.57,
  "symbols": ["C", "H", "O", "C", "C", "C", "C", "C", "C", "H", "H", "C", "C", "C", "O", "C", "C", "N", "H", "C", "H", "C", "H", "H", "C", "C", "H", "H", "H", "C", "H", "H", "H", "H", "H", "C", "H", "H", "H", "H", "H", "H", "H", "H", "H", "H"],
  "positions_angstrom": [[6.22, 1.05, 1.61], [5.59, 1.03, 2.50], [5.52, 1.50, 0.48], [4.44, 0.78, 0.05], [3.96, -0.37, 0.66], [2.85, -1.02, 0.14], [2.19, -0.55, -0.99], [2.69, 0.61, -1.59], [3.79, 1.27, -1.08], [4.17, 2.16, -1.55], [2.21, 0.99, -2.48], [0.97, -1.20, -1.58], [0.75, -2.64, -1.15], [0.33, -2.79, 0.31], [0.54, -3.83, 0.92], [-0.33, -1.66, 0.89], [-0.62, -0.51, 0.22], [-1.22, 0.52, 0.87], [-1.50, 0.32, 1.82], [-1.83, 1.68, 0.27], [-1.15, 2.12, -0.45], [-3.18, 1.42, -0.41], [-3.05, 0.73, -1.24], [-3.52, 2.37, -0.83], [-4.27, 0.88, 0.54], [-4.25, -0.65, 0.58], [-4.99, -1.01, 1.30], [-3.28, -1.04, 0.86], [-4.52, -1.06, -0.39], [-5.65, 1.36, 0.10], [-5.70, 2.45, 0.13], [-5.85, 1.03, -0.92], [-6.42, 0.96, 0.75], [-4.08, 1.26, 1.55], [-1.97, 2.42, 1.07], [-0.28, -0.37, -1.23], [-1.13, -0.73, -1.82], [-0.11, 0.67, -1.48], [-0.60, -1.75, 1.94], [-0.06, -3.08, -1.75], [1.64, -3.25, -1.32], [1.08, -1.18, -2.67], [2.50, -1.92, 0.63], [4.43, -0.78, 1.54], [6.64, 0.05, 1.44], [7.04, 1.75, 1.75]]
}

# 6
{
  "formula": "C18H26AsClFMgN2O5",
  "method": "ωB97M-V/def2-TZVPD",
  "homo_ev": -4.93,
  "lumo_ev": 2.740,
  "spin_multiplicity": 1,
  "e_above_lowest_kj_mol": 80.25,
  "largest_force_ev_per_a": 0.65,
  "charge": -1,
  "symbols": ["Mg", "N", "C", "O", "C", "C", "H", "H", "H", "H", "H", "H", "O", "Cl", "O", "O", "O", "F", "C", "C", "C", "C", "C", "C", "H", "H", "H", "H", "C", "As", "C", "C", "C", "C", "C", "C", "C", "C", "H", "H", "H", "H", "H", "H", "H", "H", "H", "H", "H", "H", "H", "N", "H", "H", "H"],
  "positions_angstrom": [[-0.16, -0.75, 1.22], [2.80, -2.38, 3.33], [2.28, -1.59, 2.36], [1.91, -2.08, 1.29], [2.21, -0.10, 2.63], [1.47, 0.62, 1.49], [2.62, -3.37, 3.25], [2.87, -2.01, 4.26], [3.25, 0.23, 2.79], [1.70, 0.04, 3.59], [2.16, 0.62, 0.63], [1.31, 1.67, 1.75], [-3.43, 0.09, -0.88], [-2.56, -0.37, 0.15], [-1.52, -1.26, -0.42], [-3.27, -1.04, 1.19], [-1.78, 0.74, 0.72], [-1.93, -5.22, 5.38], [-1.55, -4.23, 4.52], [-1.10, -3.04, 5.04], [-0.72, -2.03, 4.15], [-0.75, -2.18, 2.75], [-1.22, -3.43, 2.31], [-1.61, -4.45, 3.17], [-1.07, -2.89, 6.12], [-0.38, -1.10, 4.59], [-1.29, -3.63, 1.24], [-1.98, -5.40, 2.79], [1.03, 3.87, -2.38], [-0.06, 2.61, -1.32], [-1.70, 2.87, -2.37], [0.57, 0.92, -2.17], [0.68, 0.92, -3.65], [1.86, 1.29, -4.30], [1.94, 1.33, -5.68], [0.84, 0.99, -6.46], [-0.34, 0.60, -5.83], [-0.42, 0.57, -4.45], [0.92, 3.71, -3.45], [2.08, 3.77, -2.11], [0.71, 4.89, -2.14], [-1.51, 2.76, -3.44], [-2.06, 3.88, -2.17], [-2.46, 2.16, -2.05], [-0.14, 0.16, -1.83], [1.53, 0.71, -1.70], [2.72, 1.55, -3.70], [2.87, 1.62, -6.16], [0.90, 1.02, -7.54], [-1.20, 0.33, -6.43], [-1.33, 0.25, -3.96], [-1.32, 1.53, 3.74], [-1.65, 0.57, 3.73], [-0.62, 1.58, 3.01], [-2.09, 2.08, 3.40]]
}

# 7
{
  "formula": "C18H26AuClNOP",
  "method": "ωB97M-V/def2-TZVPD",
  "homo_ev": -14.59,
  "lumo_ev": -8.680,
  "spin_multiplicity": 1,
  "largest_force_ev_per_a": 0.38,
  "charge": 2,
  "symbols": ["Au", "O", "C", "C", "C", "C", "C", "C", "C", "C", "N", "H", "H", "H", "H", "H", "H", "H", "H", "H", "H", "H", "C", "P", "C", "C", "H", "H", "H", "H", "H", "H", "H", "H", "H", "Cl", "C", "C", "C", "C", "C", "C", "C", "H", "H", "H", "H", "H", "H"],
  "positions_angstrom": [[-0.05, -0.83, -0.40], [-1.09, 0.73, 1.12], [-2.32, 0.29, 1.77], [-3.53, 0.64, 0.94], [-3.45, 0.13, -0.50], [-3.35, -1.37, -0.57], [-4.48, -2.16, -0.61], [-4.36, -3.54, -0.65], [-3.09, -4.09, -0.65], [-2.01, -3.24, -0.61], [-2.11, -1.90, -0.56], [-1.24, 1.65, 0.85], [-2.36, 0.75, 2.76], [-2.20, -0.78, 1.90], [-3.69, 1.72, 0.94], [-4.41, 0.21, 1.44], [-2.60, 0.57, -1.02], [-4.34, 0.46, -1.04], [-5.46, -1.69, -0.63], [-5.24, -4.16, -0.68], [-2.94, -5.16, -0.68], [-1.00, -3.64, -0.61], [1.67, -2.75, -2.57], [1.92, -1.57, -1.22], [3.08, -0.37, -1.93], [2.90, -2.47, 0.01], [2.63, -3.09, -2.96], [1.10, -2.29, -3.37], [1.11, -3.62, -2.21], [3.98, -0.87, -2.30], [3.37, 0.36, -1.17], [2.60, 0.15, -2.76], [3.76, -2.95, -0.47], [2.29, -3.23, 0.49], [3.25, -1.78, 0.77], [3.42, 0.99, 3.65], [4.05, 2.14, 2.58], [5.28, 2.70, 2.83], [5.78, 3.64, 1.94], [5.11, 4.05, 0.77], [3.89, 3.51, 0.51], [3.31, 2.54, 1.40], [2.07, 2.05, 1.13], [5.84, 2.42, 3.71], [6.75, 4.08, 2.16], [5.56, 4.79, 0.12], [3.33, 3.80, -0.37], [1.54, 2.38, 0.25], [1.56, 1.35, 1.78]]
}

# 8
{
  "formula": "C18H26Br2F4N4O2PS",
  "method": "ωB97M-V/def2-TZVPD",
  "homo_ev": -9.93,
  "lumo_ev": -3.908,
  "spin_multiplicity": 1,
  "largest_force_ev_per_a": 0.74,
  "charge": 1,
  "symbols": ["C", "C", "C", "F", "C", "C", "C", "N", "C", "C", "C", "C", "F", "Br", "C", "F", "F", "Br", "C", "P", "C", "O", "C", "N", "S", "N", "C", "H", "H", "H", "H", "H", "H", "H", "H", "H", "H", "H", "H", "H", "H", "H", "H", "H", "H", "C", "C", "O", "N", "C", "H", "H", "H", "H", "H", "H", "H", "H"],
  "positions_angstrom": [[1.17, -0.60, -2.73], [1.00, 0.40, -1.58], [1.04, -0.33, -0.25], [0.42, -1.58, -0.35], [0.55, 0.41, 0.97], [-0.65, 1.04, 1.16], [-1.70, 1.09, 0.06], [-1.98, -0.20, -0.58], [-0.96, 1.71, 2.42], [-2.29, 2.41, 2.64], [-3.23, 1.66, 3.62], [-4.62, 1.42, 3.07], [-5.07, 2.54, 2.43], [-5.85, 1.14, 4.57], [-4.70, 0.17, 2.11], [-5.43, -0.83, 2.59], [-3.45, -0.31, 1.91], [-5.42, 0.64, 0.36], [-0.07, 1.74, 3.45], [-0.44, 2.58, 5.05], [0.92, 3.82, 5.12], [0.04, 1.48, 6.18], [1.18, 1.08, 3.28], [2.15, 0.97, 4.19], [3.33, 0.12, 3.49], [2.68, -0.15, 2.06], [1.47, 0.43, 2.05], [0.26, -1.19, -2.81], [1.99, -1.29, -2.54], [1.30, -0.09, -3.69], [0.07, 0.94, -1.75], [1.83, 1.11, -1.61], [2.09, -0.56, -0.06], [-1.37, 1.84, -0.67], [-2.64, 1.48, 0.44], [-2.99, -0.28, -0.70], [-1.61, -0.23, -1.52], [-2.07, 3.37, 3.11], [-2.80, 2.66, 1.72], [-3.32, 2.25, 4.52], [-2.77, 0.72, 3.91], [1.73, 3.57, 4.44], [1.28, 3.85, 6.14], [0.48, 4.77, 4.85], [0.58, 0.77, 5.82], [4.17, -3.13, -4.94], [2.99, -2.50, -5.58], [2.67, -1.36, -5.59], [1.95, -3.44, -6.24], [2.42, -4.72, -6.85], [4.92, -2.36, -4.81], [3.89, -3.53, -3.97], [4.59, -3.93, -5.55], [1.25, -3.63, -5.51], [1.46, -2.84, -6.91], [1.58, -5.18, -7.37], [2.77, -5.38, -6.06], [3.21, -4.50, -7.56]]
}

# 9
{
  "formula": "C18H26ClN2O",
  "method": "ωB97M-V/def2-TZVPD",
  "homo_ev": -11.76,
  "lumo_ev": -2.688,
  "spin_multiplicity": 1,
  "smiles": "O=C(c1cccc(Cl)c1)N1CC[NH+](C2CCCCCC2)CC1",
  "e_above_lowest_kj_mol": 0.00,
  "largest_force_ev_per_a": 0.88,
  "charge": 1,
  "symbols": ["O", "C", "N", "C", "H", "C", "N", "H", "C", "H", "C", "H", "H", "H", "C", "C", "C", "C", "H", "C", "H", "C", "H", "H", "C", "H", "H", "H", "H", "H", "H", "H", "H", "H", "H", "H", "H", "C", "C", "C", "C", "C", "C", "H", "H", "H", "Cl", "H"],
  "positions_angstrom": [[1.27, 1.98, -2.68], [2.00, 1.34, -1.97], [1.82, 1.35, -0.59], [0.76, 2.17, -0.06], [0.51, 2.92, -0.81], [-0.48, 1.32, 0.23], [-0.12, 0.24, 1.18], [0.30, 0.70, 1.99], [0.94, -0.60, 0.58], [1.20, -1.41, 1.26], [2.18, 0.26, 0.28], [2.94, -0.36, -0.20], [2.59, 0.66, 1.21], [0.57, -1.03, -0.36], [-1.29, -0.55, 1.73], [-2.13, 0.35, 2.65], [-3.45, 0.89, 2.10], [-4.60, -0.11, 2.21], [-4.60, -0.55, 3.21], [-4.57, -1.22, 1.17], [-5.40, -1.89, 1.36], [-3.28, -2.04, 1.17], [-3.07, -2.41, 2.17], [-3.44, -2.91, 0.52], [-2.07, -1.26, 0.62], [-1.40, -1.96, 0.12], [-2.43, -0.55, -0.12], [-4.72, -0.79, 0.17], [-5.54, 0.43, 2.10], [-3.71, 1.77, 2.70], [-3.35, 1.22, 1.07], [-2.37, -0.23, 3.55], [-1.51, 1.18, 2.99], [-0.82, -1.33, 2.35], [-1.27, 1.94, 0.66], [-0.84, 0.88, -0.70], [1.11, 2.66, 0.85], [3.15, 0.55, -2.47], [2.96, -0.25, -3.60], [4.04, -0.95, -4.12], [5.30, -0.84, -3.55], [5.48, -0.02, -2.45], [4.42, 0.67, -1.90], [4.57, 1.33, -1.06], [6.47, 0.08, -2.02], [6.13, -1.38, -3.98], [3.80, -1.96, -5.50], [1.99, -0.31, -4.06]]
}

Which formula does entry 6 have? C18H26AsClFMgN2O5

What is the formula in the seventh record? C18H26AuClNOP